A structure of composition C62H87As3GeN3SbSc in a non-equilibrium geometry. Source: OMol25; level of theory: ωB97M-V with the def2-TZVPD basis set.

The total charge is -1. As for the molar mass: 1338.5 g mol⁻¹. The LUMO energy comes out at 0.053 Eh. The multiplicity is 1.

```
158
Properties=species:S:1:pos:R:3:forces:R:3
Sc -0.34586 0.65988 -0.34009 0.641 0.700 -1.879
C -2.60365 -3.12172 0.93164 0.307 -0.196 -0.385
C -1.70264 -2.22928 0.34474 0.039 -0.386 -0.157
N -1.53038 -0.99111 0.74554 -0.072 -0.144 0.136
C -2.29596 -0.53689 1.75165 -0.264 0.302 0.426
C -3.22770 -1.35537 2.40199 -0.255 0.123 0.298
C -3.35935 -2.68063 1.97007 -0.337 0.071 0.418
C -4.04615 -0.80867 3.45265 0.014 -0.246 -0.094
C -3.93322 0.48124 3.80905 0.069 0.260 0.031
C -2.98705 1.35174 3.16181 -0.334 -0.166 0.266
C -2.83593 2.69354 3.53602 -0.302 -0.164 0.186
C -1.90809 3.45242 2.89077 0.213 0.295 -0.067
C -1.15723 2.87319 1.87045 0.321 0.378 -0.119
N -1.28519 1.62124 1.49282 0.210 -0.175 0.127
C -2.17583 0.85370 2.14181 -0.323 -0.415 0.120
H -2.68717 -4.13453 0.55748 0.036 0.081 -0.029
H -1.09744 -2.53431 -0.49325 0.103 -0.074 -0.143
H -4.07525 -3.33611 2.45436 0.006 0.060 0.025
H -4.76496 -1.45943 3.93962 0.050 0.020 -0.042
H -4.55500 0.89321 4.59599 0.020 0.014 -0.037
H -3.45421 3.11187 4.32115 -0.012 -0.047 -0.014
H -1.75323 4.49139 3.14659 0.015 -0.017 -0.049
H -0.41848 3.45041 1.33040 -0.053 0.063 0.016
C -2.41340 -0.92765 -3.67814 -0.033 -0.058 0.033
As -0.65219 -0.94579 -2.83309 -0.120 -0.044 0.023
C 0.28849 0.27404 -4.02637 0.093 0.112 -0.029
C -0.24805 -2.68173 -3.75799 0.242 -0.154 0.314
C 1.01714 -3.52641 -3.48959 0.124 0.330 0.067
C 2.24381 -2.69049 -3.89567 -0.035 -0.196 0.194
C 1.08295 -4.02093 -2.01963 -0.161 0.087 -0.366
As 1.65398 -2.80215 -0.56232 -0.087 0.058 0.015
C 3.57528 -3.19991 -0.61426 0.041 -0.188 -0.215
C 1.29368 -4.13095 0.85266 -0.071 -0.028 0.009
C 0.87178 -4.76514 -4.39909 0.034 0.058 0.012
As 2.24317 -6.15672 -4.71208 0.046 -0.047 -0.084
C 3.56457 -6.02453 -3.26710 0.040 0.041 0.106
C 3.31660 -5.19508 -6.04230 0.108 0.102 -0.040
H -3.03227 -1.72791 -3.26397 0.019 0.040 -0.003
H -2.31299 -1.07167 -4.75514 -0.003 -0.019 -0.023
H -2.87305 0.02819 -3.45737 -0.019 0.118 0.010
H 0.37789 -0.14781 -5.02944 -0.012 -0.001 0.001
H 1.27329 0.50619 -3.61522 -0.066 -0.031 -0.015
H -0.29137 1.19723 -4.05155 0.016 -0.053 0.034
H -0.27871 -2.41040 -4.81419 0.002 -0.113 -0.156
H -1.12416 -3.30828 -3.56377 -0.064 0.002 -0.001
H 2.29791 -1.76761 -3.31023 -0.047 -0.075 -0.040
H 2.17865 -2.40782 -4.95152 -0.013 -0.020 0.075
H 3.17980 -3.23747 -3.74641 -0.126 0.127 -0.016
H 1.74075 -4.88435 -1.95840 0.033 -0.107 0.031
H 0.08270 -4.37496 -1.73806 0.015 0.005 -0.007
H 3.73505 -4.27840 -0.66800 0.001 -0.033 0.013
H 4.03435 -2.80968 0.29584 -0.346 -0.435 -0.970
H 4.05013 -2.71023 -1.46476 -0.071 -0.113 0.073
H 1.70442 -5.10816 0.58629 -0.012 0.016 0.015
H 0.22205 -4.22975 1.04401 0.074 0.021 -0.041
H 1.76673 -3.77928 1.76952 -0.113 -0.055 -0.122
H 0.66308 -4.42860 -5.41955 -0.028 0.017 -0.042
H -0.01304 -5.32126 -4.08952 -0.108 -0.022 0.091
H 3.17422 -6.45482 -2.34508 0.034 -0.004 -0.023
H 3.89688 -5.00372 -3.07793 -0.010 -0.106 0.021
H 4.42010 -6.62342 -3.58361 -0.003 0.007 0.001
H 2.70594 -4.99476 -6.92341 0.013 -0.010 0.018
H 4.15421 -5.82569 -6.34144 -0.002 0.006 -0.013
H 3.70059 -4.25062 -5.65162 -0.032 -0.110 -0.066
C -1.86001 1.66383 -1.55586 0.388 -0.243 0.773
Ge -3.64236 2.21976 -1.46723 0.248 -0.241 -0.459
C -4.10599 3.36843 -3.02304 -0.202 0.271 -0.095
C -5.23896 4.19407 -3.04905 0.082 -0.044 -0.080
C -5.50374 5.03160 -4.13137 0.067 -0.116 0.080
C -4.62966 5.06253 -5.21355 0.113 -0.104 0.051
C -3.49950 4.24770 -5.20829 -0.132 -0.020 0.175
C -3.24506 3.40872 -4.12219 -0.139 0.117 -0.110
C -4.30350 3.37329 0.02019 -0.039 0.125 0.298
C -3.70568 4.63032 0.19802 -0.154 -0.035 0.187
C -4.13176 5.50293 1.19869 -0.007 -0.188 -0.088
C -5.16157 5.12654 2.05921 0.026 -0.101 -0.070
C -5.75944 3.87839 1.90790 0.108 -0.011 -0.059
C -5.33331 3.01342 0.89699 0.059 0.220 0.040
C -4.96705 0.74692 -1.51769 -0.198 -0.141 0.041
C -5.84215 0.56791 -2.59528 -0.008 -0.158 0.149
C -6.73230 -0.50588 -2.63392 0.144 0.065 0.110
C -6.77106 -1.42408 -1.58878 0.062 0.071 -0.013
C -5.91513 -1.26126 -0.50376 0.074 0.090 -0.041
C -5.02721 -0.18751 -0.47729 -0.136 -0.080 -0.185
H -1.34809 2.56970 -1.91743 0.298 0.108 -0.079
H -5.92575 4.18806 -2.20171 0.113 0.012 -0.116
H -6.38778 5.66288 -4.12945 0.064 -0.039 0.010
H -4.82389 5.72302 -6.05315 0.012 -0.056 0.048
H -2.81150 4.27044 -6.04573 -0.009 0.002 -0.003
H -2.35921 2.77506 -4.11435 -0.085 0.073 0.034
H -2.89709 4.93161 -0.46749 -0.078 -0.028 0.066
H -3.66108 6.47531 1.30912 -0.030 -0.046 -0.017
H -5.50057 5.80467 2.83713 0.029 -0.051 -0.061
H -6.56851 3.58125 2.57122 0.069 0.024 -0.059
H -5.82580 2.04978 0.78221 0.040 0.117 0.010
H -5.81850 1.27317 -3.42239 -0.025 -0.058 0.069
H -7.39716 -0.62727 -3.48165 0.014 0.005 0.000
H -7.46065 -2.26185 -1.62091 0.034 0.064 0.004
H -5.94012 -1.96982 0.32157 0.012 0.064 -0.080
H -4.36433 -0.07147 0.37491 -0.047 -0.004 -0.002
C 3.59109 -3.04127 3.94097 0.076 -0.073 0.001
C 4.14878 -1.67345 3.54539 0.106 0.152 -0.045
C 4.99024 -1.84759 2.27432 0.143 -0.015 0.176
C 5.01912 -1.11247 4.66926 0.083 -0.116 0.015
Sb 2.46543 -0.40470 2.90655 -0.312 -0.041 -0.107
C 3.25599 1.63715 3.07236 -0.070 -0.068 0.047
C 4.51256 1.70042 2.20128 0.016 0.042 -0.027
C 2.18169 2.53664 2.44695 0.034 0.192 0.072
C 3.56613 2.09646 4.49712 0.066 0.112 -0.067
C 1.12908 -0.54216 4.66620 0.173 0.055 0.035
C 0.22108 0.68781 4.66071 -0.143 -0.111 0.136
C 0.27804 -1.78895 4.40207 -0.147 -0.016 0.195
C 1.81506 -0.64277 6.03137 -0.177 0.004 0.022
H 4.42523 -3.74507 4.08935 -0.091 0.051 -0.021
H 2.94303 -3.45977 3.16011 0.219 0.089 0.219
H 3.01865 -3.00989 4.87126 0.075 -0.010 -0.077
H 5.84850 -2.50887 2.48214 -0.117 0.071 -0.049
H 5.38153 -0.89694 1.89543 -0.048 -0.174 0.048
H 4.40347 -2.30258 1.46733 0.431 0.465 1.025
H 5.80313 -1.84528 4.92498 -0.085 0.099 -0.029
H 4.44685 -0.90906 5.57923 0.105 -0.036 -0.122
H 5.52376 -0.18914 4.36843 -0.067 -0.137 0.032
H 4.30593 1.41403 1.16140 0.037 0.072 0.209
H 5.32165 1.07151 2.58889 -0.083 0.124 -0.016
H 4.87933 2.73696 2.18193 -0.022 -0.086 -0.044
H 1.85610 2.16752 1.46535 0.075 0.016 0.074
H 2.59581 3.54828 2.29969 -0.064 -0.141 0.052
H 1.30058 2.62671 3.09510 0.180 0.000 -0.089
H 4.32242 1.47590 4.98421 -0.059 0.072 -0.044
H 2.67581 2.10455 5.13186 0.124 0.034 -0.073
H 3.95400 3.12681 4.46360 -0.041 -0.099 0.008
H -0.25158 0.83852 3.68791 0.070 -0.008 0.077
H 0.75935 1.60189 4.91491 -0.060 -0.070 0.020
H -0.58403 0.55831 5.40529 0.105 0.006 -0.119
H -0.31101 -1.68190 3.48236 0.084 -0.010 0.100
H -0.42692 -1.94561 5.23763 0.087 0.018 -0.150
H 0.88568 -2.69543 4.30323 -0.110 0.113 0.026
H 2.52754 0.16969 6.19568 -0.096 -0.073 0.004
H 2.34329 -1.58891 6.16470 -0.019 0.067 -0.013
H 1.05310 -0.58136 6.82717 0.099 -0.031 -0.096
C 3.94903 -0.20434 -1.15707 0.123 0.400 -0.009
C 3.86011 1.29467 -1.27228 -0.051 -0.078 -0.213
C 4.97111 2.03397 -1.65712 -0.095 -0.008 0.029
C 4.90858 3.41717 -1.82102 -0.146 -0.109 0.063
C 3.68499 4.03840 -1.58532 -0.077 -0.078 0.085
C 2.54680 3.33350 -1.19831 0.076 0.052 0.044
C 1.26571 4.08829 -0.96553 0.213 0.201 -0.102
C 2.57877 1.90854 -1.03124 -0.142 -0.581 0.181
N 1.51422 1.15784 -0.63917 -0.318 0.663 -0.064
H 4.99332 -0.54432 -1.14295 -0.133 0.060 -0.017
H 3.43814 -0.68437 -1.99956 0.027 0.058 0.063
H 3.42845 -0.55780 -0.26353 0.022 0.110 0.026
H 5.91230 1.51328 -1.83601 -0.092 0.030 0.029
H 5.78111 3.98821 -2.11943 -0.055 -0.029 0.016
H 3.60648 5.11931 -1.70692 -0.010 -0.104 0.032
H 1.46331 5.06281 -0.50350 -0.011 -0.053 -0.062
H 0.59757 3.52145 -0.32820 -0.085 -0.152 0.057
H 0.71892 4.26793 -1.89590 -0.030 -0.050 -0.012
```
Positions in Å, forces in eV/Å.